The following is a quantum chemistry calculation of a structure of composition C3H6O in a non-equilibrium geometry, from the OMol25 dataset.

Its multiplicity is 1. Its energy above the lowest of the compared OMol25 structures with the same formula, charge and spin is 583.11 kJ/mol. For the orbital gap, the calculation gives 0.2629 Ha.

Last column: natural (NBO) charge in e.
Positions of all 10 atoms, in Å:
C 0.679 -0.005 1.507  -0.279
C 0.803 0.173 0.114  -0.268
C -0.599 0.609 0.147  0.308
O -1.566 -0.152 0.198  -0.537
H 0.313 -0.964 1.887  0.210
H -0.755 1.708 0.085  0.139
H 1.131 0.653 2.247  0.235
H -0.846 -0.521 -3.020  0.007
H -0.385 -0.912 -2.611  -0.008
H 1.225 -0.590 -0.556  0.193